21
Properties=species:S:1:pos:R:3:forces:R:3 method="wB97M-V/def2-TZVPD" total_charge=+2 molar_mass_g_mol=241.74 e_tot_ha=-1129.83327 s_squared=0.76 multiplicity=2 orbital_gap_ha="0.3095 / 0.1331" lumo_ev="-7.32 / -12.10" e_above_lowest_ev=0.7484 e_homo_ev="-15.736 / -15.719" fmax_ev_per_a=2.75
Rb -2.482261 1.273033 0.373379 0.1837 0.5827 0.5162
C 0.263232 -0.522906 -2.176740 -0.6766 0.2261 -1.2083
S -1.168923 -1.697138 -1.749673 0.8274 1.5110 1.4535
O -1.577872 -1.408203 -0.304889 0.4949 -0.5147 -2.3972
C -2.476627 -1.171030 -2.883901 -0.3010 0.1617 0.1087
H 0.974075 -0.225455 -1.405810 -0.4930 -0.5236 0.5083
H -0.294812 0.316836 -2.590895 -0.1898 0.3782 0.5885
H 0.803063 -0.808841 -3.079460 0.0325 -1.0467 0.1732
H -2.476314 -0.081225 -2.904600 0.0980 0.0424 0.0895
H -3.432252 -1.530728 -2.502483 0.1021 -0.2418 0.0889
H -2.318198 -1.530553 -3.900637 0.3095 -0.3036 0.1195
C 0.609511 -0.297323 2.316468 1.0285 -1.2695 0.8735
S 1.510848 0.778453 1.166055 -1.7542 0.9998 1.8684
O 0.407341 1.808415 0.951197 -0.1908 -0.2772 -1.3961
C 2.448632 1.540569 2.481608 0.3616 0.3681 0.2458
H -0.109771 0.266861 2.910133 -0.3541 0.3273 -0.7670
H 1.258482 -0.625066 3.128581 0.5385 -0.2046 -0.2173
H 0.255905 -1.235049 1.887834 -0.3713 0.3283 -0.2615
H 1.757713 1.741849 3.300271 -0.0522 -0.4785 0.0815
H 2.790025 2.545404 2.232924 0.3400 -0.3013 -0.6511
H 3.258204 0.862096 2.750639 0.0662 0.2358 0.1827